No. 1
{"formula": "C2H8NOSi", "method": "ωB97M-V/def2-TZVPD", "charge": 1, "e_lumo_ha": [-0.14883, -0.14878], "homo_ev": [-12.55, -12.55], "homo_lumo_gap_ev": [8.499, 8.504], "elements": ["C", "C", "N", "O", "Si", "H", "H", "H", "H", "H", "H", "H", "H"], "positions_angstrom": [[0.363, -0.337, 0.938], [-0.245, 0.412, -1.229], [0.453, 1.680, -1.050], [0.840, 0.665, 1.306], [-0.382, -1.937, 1.521], [0.382, -0.404, -1.295], [-1.318, 0.310, -1.442], [0.603, 1.763, -0.058], [-0.171, 2.461, -1.356], [1.198, 1.554, -1.625], [-0.198, -2.820, 0.353], [-1.534, -1.003, 1.078], [0.008, -2.345, 2.860]], "mulliken_charge": [0.469, -1.159, -0.111, -0.483, 0.327, 0.578, 0.349, 0.316, 0.362, 0.324, 0.002, 0.026, -0.001]}



No. 2
{"formula": "C28H56GaN3O2P2S5Si", "method": "ωB97M-V/def2-TZVPD", "charge": -2, "e_lumo_ha": 0.14951, "homo_ev": -2.51, "homo_lumo_gap_ev": 6.579, "elements": ["Ga", "C", "C", "C", "C", "C", "C", "N", "N", "Si", "C", "C", "C", "H", "H", "H", "H", "H", "H", "H", "H", "H", "H", "H", "H", "H", "H", "H", "S", "C", "S", "S", "C", "C", "C", "C", "P", "N", "C", "C", "C", "C", "C", "C", "C", "C", "H", "H", "H", "H", "H", "H", "H", "H", "H", "H", "H", "H", "H", "H", "H", "H", "H", "H", "H", "H", "H", "H", "H", "H", "H", "H", "H", "C", "C", "C", "O", "P", "S", "S", "O", "C", "C", "C", "H", "H", "H", "H", "H", "H", "H", "H", "H", "H", "H", "H", "H", "H"], "positions_angstrom": [[-2.955, 0.378, 0.439], [0.209, 1.503, 2.833], [-0.477, 2.568, 2.028], [-0.007, 3.882, 1.882], [-0.706, 4.716, 0.954], [-1.940, 4.307, 0.407], [-2.370, 2.956, 0.687], [-1.608, 2.206, 1.453], [-3.453, 2.313, 0.150], [-5.024, 3.039, 0.011], [-5.923, 3.054, 1.633], [-5.031, 4.878, -0.530], [-6.055, 2.155, -1.224], [0.137, 0.575, 2.335], [-0.346, 1.378, 3.718], [1.250, 1.795, 3.095], [0.882, 4.326, 2.405], [-0.380, 5.790, 0.788], [-2.451, 4.913, -0.270], [-5.466, 3.665, 2.425], [-5.986, 2.038, 2.023], [-6.957, 3.420, 1.529], [-4.738, 5.410, 0.431], [-6.097, 5.153, -0.549], [-4.485, 5.250, -1.396], [-6.348, 1.158, -0.923], [-5.581, 1.970, -2.182], [-6.934, 2.751, -1.442], [-5.384, -2.493, 2.991], [-4.469, -1.376, 2.136], [-5.032, -0.938, 0.578], [-2.970, -0.540, 2.532], [1.355, -1.546, -0.820], [0.210, -1.905, -1.804], [0.734, -2.333, -3.159], [-0.430, -3.138, -1.091], [-0.882, -0.384, -1.944], [-1.770, -0.196, -0.727], [-1.919, -0.491, -3.514], [-2.567, -1.898, -3.349], [-3.100, 0.484, -3.420], [-1.394, -0.362, -4.921], [0.257, 1.072, -2.081], [0.835, 1.450, -0.703], [-0.725, 2.198, -2.492], [1.315, 0.906, -3.138], [1.938, -2.419, -0.479], [0.857, -1.108, 0.084], [2.149, -0.918, -1.156], [1.558, -3.114, -3.059], [1.072, -1.462, -3.735], [0.000, -2.773, -3.791], [0.368, -3.825, -0.862], [-1.189, -3.698, -1.677], [-0.972, -2.869, -0.181], [-3.114, -1.967, -2.407], [-1.920, -2.746, -3.423], [-3.294, -2.049, -4.160], [-3.307, 0.726, -2.389], [-4.038, 0.112, -3.861], [-2.885, 1.397, -3.973], [-0.639, -1.056, -5.162], [-1.158, 0.657, -5.223], [-2.280, -0.686, -5.536], [0.146, 0.937, -0.002], [0.716, 2.544, -0.559], [1.851, 1.173, -0.453], [-1.603, 2.222, -1.744], [-1.031, 2.098, -3.533], [-0.317, 3.209, -2.415], [2.074, 0.173, -2.818], [1.816, 1.894, -3.186], [0.954, 0.592, -4.124], [7.391, -4.418, 2.518], [6.854, -3.022, 2.353], [7.270, -2.019, 3.407], [5.419, -3.137, 2.529], [4.397, -2.928, 1.225], [4.044, -4.709, 0.327], [5.097, -1.430, 0.106], [3.022, -2.708, 2.014], [2.802, -1.928, 3.217], [3.015, -2.795, 4.482], [3.548, -0.578, 3.151], [8.503, -4.450, 2.335], [6.911, -4.994, 1.766], [7.072, -4.840, 3.490], [7.192, -2.656, 1.387], [7.136, -2.337, 4.469], [6.778, -1.084, 3.120], [8.331, -1.717, 3.230], [1.759, -1.623, 3.159], [4.070, -3.241, 4.441], [2.316, -3.586, 4.423], [2.822, -2.162, 5.300], [4.528, -0.599, 3.649], [3.078, 0.174, 3.802], [3.671, -0.314, 2.139]], "mulliken_charge": [-0.958, -1.119, 0.400, -0.807, -0.504, -0.816, 0.397, 0.245, 1.005, 0.258, -1.078, -1.318, -1.015, 0.017, 0.490, 0.281, 0.290, 0.253, 0.428, 0.309, 0.275, 0.358, 0.297, 0.344, 0.316, 0.320, 0.281, 0.416, -0.392, 0.115, -0.402, -0.410, -2.260, 2.724, -2.067, -1.767, -0.229, 0.623, 2.489, -2.133, -1.796, -2.145, 2.800, -1.069, -2.016, -2.048, 0.706, 0.057, -0.179, 0.363, 0.383, 0.372, 0.596, 0.335, 0.258, 0.352, 0.412, 0.598, 0.054, 0.485, 0.368, 0.322, 0.327, 0.525, -0.070, 0.463, 0.242, 0.580, 0.327, 0.568, 0.250, 0.539, 0.252, -1.355, 0.324, -1.256, -0.008, 0.601, -0.625, -0.545, -0.503, 0.505, -1.370, -1.158, 0.347, 0.346, 0.249, 0.401, 0.240, 0.293, 0.416, 0.375, 0.113, 0.376, 0.471, 0.221, 0.428, 0.248]}



In order of appearance, calculated total energy = -13607.7237, -171525.9828 eV.
In order of appearance, F_max = 5.32, 3.27 eV/Å.